{
  "formula": "C38H38FeN5SbSe3Si",
  "method": "wB97M-V/def2-TZVPD",
  "species": ["Sb", "Se", "Se", "Se", "Fe", "Si", "N", "N", "N", "N", "N", "C", "C", "C", "C", "C", "C", "C", "C", "C", "C", "C", "C", "C", "C", "C", "C", "C", "C", "C", "C", "C", "C", "C", "C", "C", "C", "C", "C", "C", "C", "C", "C", "C", "C", "C", "C", "C", "C", "H", "H", "H", "H", "H", "H", "H", "H", "H", "H", "H", "H", "H", "H", "H", "H", "H", "H", "H", "H", "H", "H", "H", "H", "H", "H", "H", "H", "H", "H", "H", "H", "H", "H", "H", "H", "H", "H"],
  "xyz": [[0.08, -1.43, -0.10], [1.22, 1.22, 0.83], [-0.88, 5.54, 1.27], [-2.87, 5.33, 0.12], [-0.91, 2.36, 0.52], [3.47, 1.74, 0.61], [-3.92, -1.93, 0.96], [-0.06, 3.86, -0.82], [-1.96, 1.27, -0.82], [-2.80, 2.88, 1.59], [-6.33, 0.76, -1.83], [-2.90, -4.04, -2.19], [-1.90, -4.44, 0.04], [1.69, 4.30, -2.38], [-4.15, 0.00, -0.72], [0.94, -4.50, 2.92], [4.10, -2.07, -2.02], [2.68, -0.82, -3.46], [1.86, -1.58, -1.29], [3.67, 3.41, 1.43], [-0.18, -2.73, 4.09], [-4.97, 3.62, 0.88], [1.69, -0.88, -2.49], [3.11, -2.17, -1.04], [-1.09, -0.71, 2.95], [3.46, -2.92, 0.22], [-3.41, 1.91, 2.29], [2.02, 5.47, -1.71], [-5.57, 2.58, 1.57], [-0.32, -2.00, 2.91], [-3.00, 0.73, -0.82], [0.23, 5.02, -0.21], [-3.59, 3.75, 0.94], [0.66, 3.52, -1.88], [-4.78, 1.73, 2.32], [-2.03, -3.60, -1.19], [3.99, 1.75, -1.18], [4.38, 0.41, 1.55], [-1.33, -2.41, -1.43], [-1.58, -1.67, -2.58], [-5.35, 0.41, -1.35], [-2.47, -2.12, -3.55], [0.81, -3.78, 1.75], [-4.07, -1.09, 0.18], [3.90, -1.42, -3.22], [0.46, -3.96, 4.11], [1.27, 5.84, -0.61], [-3.12, -3.33, -3.35], [0.21, -2.52, 1.73], [1.41, -5.47, 2.90], [3.04, -2.46, 1.11], [-1.12, -0.71, -2.74], [1.47, 6.76, -0.08], [-0.42, 0.15, 2.89], [2.22, 3.98, -3.27], [-1.74, -3.85, 0.94], [5.39, 0.75, 1.78], [-2.65, -1.53, -4.44], [3.10, -3.95, 0.16], [3.88, 0.16, 2.48], [-1.07, -5.16, -0.05], [-1.82, -0.67, 2.14], [5.06, -2.53, -1.82], [-2.81, -5.01, 0.19], [3.43, 3.34, 2.49], [3.81, 2.71, -1.66], [-3.83, -3.70, -4.09], [4.70, 3.76, 1.33], [0.56, -4.50, 5.03], [0.38, 2.59, -2.36], [-6.65, 2.46, 1.53], [3.47, 0.97, -1.74], [-5.20, 0.92, 2.90], [1.15, -4.23, 0.82], [0.76, -0.37, -2.69], [-2.77, 1.26, 2.86], [2.49, -0.28, -4.38], [5.06, 1.54, -1.25], [-3.44, -4.97, -2.02], [4.54, -2.96, 0.34], [-5.56, 4.33, 0.32], [-0.59, -2.33, 5.01], [4.69, -1.39, -3.96], [3.01, 4.16, 0.98], [2.83, 6.09, -2.06], [4.46, -0.49, 0.94], [-1.63, -0.64, 3.90]],
  "lowdin_spin": [0.3709, 0.3117, 0.0144, 0.0054, 3.6972, 0.0487, 0.0046, 0.0343, 0.0486, 0.0254, 0.0048, 0.0052, 0.0031, 0.0003, 0.0115, 0.0037, 0.0006, -0.0002, 0.0236, 0.0227, 0.0004, 0.0006, 0.0052, 0.0054, 0.0100, 0.0013, 0.0087, 0.0044, 0.0041, 0.0009, 0.0273, 0.0100, 0.0080, 0.0079, 0.0008, 0.0249, 0.0026, 0.0032, 0.1211, 0.0153, 0.0017, 0.0004, 0.0122, 0.0020, 0.0025, -0.0015, 0.0002, 0.0088, 0.0492, 0.0005, 0.0005, 0.0016, 0.0002, 0.0004, 0.0001, 0.0006, 0.0004, 0.0002, 0.0001, 0.0004, 0.0004, 0.0061, 0.0001, -0.0001, 0.0004, 0.0000, 0.0006, 0.0039, 0.0000, 0.0001, 0.0002, 0.0003, 0.0000, 0.0025, 0.0020, 0.0015, -0.0001, 0.0003, 0.0009, 0.0000, 0.0001, 0.0000, 0.0001, 0.0006, 0.0002, 0.0001, 0.0005],
  "e_tot_ha": -10742.15635,
  "spin_multiplicity": 6,
  "fmax_ha_per_bohr": 0.014,
  "homo_lumo_gap_ev": [6.96, 6.06],
  "total_charge": 1
}